{
  "formula": "C31H29BFN8O6OsS3",
  "method": "ωB97M-V with the def2-TZVPD basis set",
  "gap_ev": [6.58, 6.53],
  "charge": 1,
  "homo_energy_ha": [-0.411, -0.414],
  "e_tot_ha": -3498.03932,
  "species": ["Os", "C", "N", "C", "C", "N", "B", "N", "C", "C", "N", "C", "C", "S", "C", "S", "H", "H", "H", "H", "H", "H", "H", "H", "H", "H", "H", "H", "O", "C", "O", "C", "C", "C", "C", "C", "C", "H", "H", "H", "H", "H", "F", "C", "C", "N", "C", "C", "O", "O", "C", "O", "N", "C", "O", "H", "H", "H", "H", "S", "C", "C", "C", "N", "C", "C", "C", "C", "C", "N", "C", "C", "H", "H", "H", "H", "H", "H", "H", "H"],
  "coordinates": [[0.2028, 1.8528, -0.1660], [1.8621, 6.5128, -1.9627], [2.2795, 5.8078, -0.7546], [3.2875, 6.1906, 0.1070], [3.3009, 5.2911, 1.1171], [2.3181, 4.3557, 0.8640], [1.8871, 3.2098, 1.8171], [2.9388, 2.0771, 1.7693], [3.6774, 1.5406, 2.8029], [4.4860, 0.5918, 2.2756], [4.2093, 0.5361, 0.9205], [4.8759, -0.3052, -0.0650], [3.2643, 1.4468, 0.6471], [2.5559, 1.7757, -0.8887], [1.7126, 4.6960, -0.2639], [0.3272, 3.9643, -0.9967], [2.5709, 7.3114, -2.1570], [0.8681, 6.9344, -1.8255], [1.8441, 5.8266, -2.8065], [3.8964, 7.0576, -0.0745], [3.9175, 5.2394, 1.9961], [0.7911, 2.7881, 1.3668], [1.8158, 3.6197, 2.9386], [3.5663, 1.8757, 3.8182], [5.2184, -0.0459, 2.7367], [5.5325, -0.9950, 0.4568], [5.4588, 0.3069, -0.7499], [4.1337, -0.8629, -0.6344], [-2.3061, 4.1377, 0.2792], [-2.5927, 3.1008, -0.2501], [-1.6870, 2.1410, -0.5886], [-3.9845, 2.6780, -0.5585], [-5.0286, 3.3732, 0.0440], [-6.3361, 2.9727, -0.1749], [-6.6005, 1.8831, -0.9948], [-5.5591, 1.2010, -1.6113], [-4.2477, 1.5896, -1.3875], [-4.7992, 4.2195, 0.6769], [-7.1505, 3.5098, 0.2922], [-7.6221, 1.5654, -1.1573], [-5.7712, 0.3644, -2.2638], [-3.4258, 1.0633, -1.8568], [-3.2515, -4.8440, 1.4723], [-2.8795, -3.7810, 0.7614], [-2.9205, -2.5543, 1.2798], [-2.5381, -1.4306, 0.5571], [-2.4433, -0.1422, 1.2274], [-1.0865, -0.0148, 1.8963], [-0.7847, -0.7893, 2.7664], [-0.2421, 0.9441, 1.5184], [-1.9695, -1.5548, -0.6856], [-1.4439, -0.6232, -1.2758], [-2.0534, -2.8134, -1.2339], [-2.4160, -4.0155, -0.6045], [-2.3222, -5.0742, -1.1701], [-3.2538, -2.3843, 2.2932], [-3.2048, -0.1149, 2.0041], [-2.6167, 0.6403, 0.5031], [-1.7111, -2.9027, -2.1815], [2.6332, -4.8480, 0.0502], [1.9332, -3.2246, -0.0377], [1.5331, -2.6300, -1.2321], [1.1604, -1.3063, -1.2234], [1.1622, -0.5592, -0.1139], [1.5169, -1.1283, 1.0339], [1.9076, -2.4567, 1.1176], [1.3239, -5.8562, -0.6203], [1.2489, -6.1300, -1.9768], [0.2663, -7.0099, -2.4109], [-0.5953, -7.6101, -1.5958], [-0.5174, -7.3280, -0.2981], [0.4259, -6.4642, 0.2434], [1.5412, -3.1864, -2.1592], [0.8843, -0.8006, -2.1387], [1.4996, -0.5057, 1.9164], [2.1912, -2.8780, 2.0719], [1.9430, -5.6871, -2.6778], [0.1744, -7.2487, -3.4639], [-1.2433, -7.8132, 0.3431], [0.4604, -6.2731, 1.3068]],
  "forces_ev_per_angstrom": [[2.31, 0.31, 0.74], [-0.05, -0.05, 0.01], [0.06, 0.07, 0.00], [-0.01, -0.08, 0.06], [0.06, 0.01, -0.06], [-0.16, 0.04, 0.43], [1.21, 0.04, -0.21], [-0.31, 0.09, 0.38], [0.09, -0.02, -0.03], [-0.05, 0.02, 0.01], [0.16, 0.12, 0.04], [-0.09, -0.04, -0.03], [0.22, -0.12, -0.37], [0.22, -0.03, -0.30], [-0.13, -0.02, -0.28], [-0.53, 0.05, -0.61], [0.02, -0.01, 0.00], [0.00, 0.01, 0.03], [0.04, -0.01, 0.00], [-0.02, 0.02, -0.01], [0.02, 0.00, -0.01], [-0.37, -0.20, -0.44], [-0.52, -0.18, -0.05], [-0.02, 0.02, 0.00], [0.01, -0.02, -0.02], [-0.01, -0.01, 0.01], [0.03, 0.01, 0.02], [-0.03, -0.01, 0.03], [0.15, 0.04, 0.28], [0.06, -0.35, -0.26], [-0.51, 0.18, 0.36], [-0.05, -0.07, -0.05], [0.00, 0.02, -0.08], [-0.02, -0.02, 0.01], [0.02, 0.02, -0.02], [0.00, -0.01, 0.03], [-0.02, 0.02, -0.04], [0.00, 0.00, 0.01], [0.00, -0.01, 0.02], [-0.01, 0.02, -0.02], [0.00, -0.01, 0.00], [-0.02, -0.02, 0.03], [0.01, -0.02, -0.04], [0.06, -0.04, -0.10], [-0.03, 0.15, -0.02], [0.07, -0.39, 0.23], [-0.03, 0.08, -0.23], [0.06, 0.28, -0.11], [0.12, -0.12, 0.26], [-1.24, -0.48, 0.66], [-0.19, 0.01, -0.15], [-0.28, 0.01, -0.04], [0.08, -0.05, 0.02], [0.03, 0.08, -0.02], [-0.09, 0.12, 0.05], [0.01, 0.03, -0.01], [0.01, 0.08, 0.01], [-0.08, -0.06, -0.02], [0.04, 0.00, 0.06], [-0.03, -0.05, 0.07], [0.08, 0.00, 0.14], [0.02, -0.12, -0.04], [0.14, 0.26, -0.20], [-0.72, 0.40, 0.01], [0.23, 0.00, -0.01], [0.10, 0.10, -0.07], [0.05, -0.03, -0.01], [-0.05, 0.01, -0.04], [-0.08, -0.02, 0.07], [0.05, 0.03, 0.06], [0.02, -0.01, -0.12], [-0.06, 0.02, -0.07], [0.00, 0.02, -0.01], [-0.03, -0.03, 0.02], [-0.09, 0.01, 0.03], [-0.01, 0.01, 0.00], [0.04, -0.04, 0.00], [0.02, -0.01, -0.02], [0.01, -0.01, 0.01], [0.01, -0.02, 0.02]]
}